[1]
Entry from the OMol25 dataset: CH2BrN2OP in the gas phase in a non-equilibrium geometry (ωB97M-V/def2-TZVPD).

Geometry (Å):
C (0.231, 0.991, -0.577)
N (-0.917, 0.091, -0.595)
N (-0.609, -1.013, -0.246)
O (1.388, 0.480, -0.423)
P (0.354, -2.025, 0.436)
Br (-0.317, -1.673, 2.567)
H (-0.075, 1.559, -1.398)
H (-0.054, 1.591, 0.236)

HOMO (alpha / beta)   -8.9558 / -8.9566 eV
HOMO-LUMO gap (alpha / beta)   0.2698 / 0.2699 hartree
LUMO level (alpha / beta)   -1.6 / -1.6 eV
Energy relative to the best compared isomer or geometry (same formula, charge and spin)   77.9 kcal per mole

---

[2]
Entry from the OMol25 dataset: a molecular structure, C14H13N3O2S2 in a non-equilibrium geometry (ωB97M-V/def2-TZVPD).

Geometry (Å):
C (-1.270, -1.715, -2.032)
N (-0.763, -1.463, -0.707)
S (0.723, -2.103, -0.311)
O (1.456, -2.352, -1.515)
O (0.594, -3.172, 0.643)
C (1.491, -0.729, 0.548)
C (2.046, -0.904, 1.784)
C (2.722, 0.142, 2.445)
C (2.859, 1.377, 1.873)
C (2.297, 1.589, 0.603)
N (2.309, 2.708, -0.123)
S (1.527, 2.439, -1.496)
N (1.122, 0.905, -1.256)
C (1.598, 0.521, -0.072)
H (3.383, 2.183, 2.362)
H (3.143, -0.049, 3.420)
H (1.959, -1.877, 2.243)
C (-1.724, -1.477, 0.367)
C (-2.594, -0.245, 0.384)
C (-3.850, -0.288, 0.974)
C (-4.647, 0.842, 1.012)
C (-4.199, 2.027, 0.454)
C (-2.949, 2.076, -0.140)
C (-2.150, 0.947, -0.172)
H (-1.179, 0.973, -0.642)
H (-2.596, 2.998, -0.580)
H (-4.824, 2.908, 0.478)
H (-5.623, 0.796, 1.474)
H (-4.204, -1.213, 1.408)
H (-1.151, -1.533, 1.299)
H (-2.355, -2.378, 0.317)
H (-0.412, -1.780, -2.695)
H (-1.839, -2.651, -2.080)
H (-1.912, -0.889, -2.339)

HOMO   -9.3020 eV
HOMO-LUMO gap   0.3010 hartree
LUMO level   -1.1 eV
Energy relative to the best compared isomer or geometry (same formula, charge and spin)   28.0 kcal per mole

---

[3]
Entry from the OMol25 dataset: C21H30N2O3 in the gas phase (ωB97M-V/def2-TZVPD).

Geometry (Å):
C (0.620, -3.188, -6.089)
H (-0.039, -2.412, -6.492)
O (0.921, -2.959, -4.734)
C (-0.096, -2.958, -3.830)
C (0.272, -2.750, -2.499)
C (-0.682, -2.733, -1.506)
C (-2.029, -2.914, -1.809)
C (-2.389, -3.115, -3.131)
C (-1.438, -3.144, -4.139)
H (-1.759, -3.310, -5.155)
H (-3.429, -3.259, -3.387)
C (-3.057, -2.866, -0.710)
N (-2.954, -1.632, 0.045)
C (-2.558, -1.599, 1.335)
O (-2.379, -2.596, 1.999)
C (-2.316, -0.189, 1.872)
H (-2.929, 0.529, 1.318)
C (-2.613, -0.098, 3.374)
H (-2.711, -1.111, 3.771)
H (-3.562, 0.417, 3.526)
C (-1.506, 0.633, 4.142)
C (-0.946, 1.809, 3.370)
O (-0.825, 2.928, 3.828)
N (-0.567, 1.484, 2.109)
C (-0.836, 0.156, 1.620)
H (-0.213, -0.589, 2.131)
H (-0.607, 0.118, 0.553)
C (-0.013, 2.505, 1.247)
H (-0.288, 2.287, 0.211)
C (1.511, 2.636, 1.376)
C (2.238, 1.382, 0.890)
C (3.750, 1.548, 1.020)
C (4.227, 2.765, 0.235)
C (3.508, 4.019, 0.720)
C (1.997, 3.853, 0.589)
H (1.736, 3.729, -0.465)
H (1.494, 4.750, 0.956)
H (3.836, 4.885, 0.142)
H (3.761, 4.199, 1.767)
H (4.020, 2.615, -0.828)
H (5.306, 2.884, 0.352)
H (4.252, 0.648, 0.657)
H (4.008, 1.674, 2.074)
H (1.984, 1.200, -0.158)
H (1.919, 0.515, 1.471)
H (1.738, 2.789, 2.436)
H (-0.468, 3.455, 1.544)
H (-0.679, -0.054, 4.340)
H (-1.879, 0.994, 5.100)
H (-3.041, -0.774, -0.476)
H (-4.066, -2.960, -1.125)
H (-2.892, -3.672, 0.011)
H (-0.386, -2.585, -0.478)
H (1.318, -2.612, -2.273)
H (1.574, -3.156, -6.612)
H (0.159, -4.170, -6.238)

HOMO   -8.6220 eV
HOMO-LUMO gap   0.3375 hartree
LUMO level   0.6 eV
Energy relative to the best compared isomer or geometry (same formula, charge and spin)   18.5 kcal per mole

---

[4]
Entry from the OMol25 dataset: C3H6N2O2 in the gas phase (ωB97M-V/def2-TZVPD).

Geometry (Å):
O (2.421, -0.169, 1.856)
C (1.874, -0.203, 0.783)
C (0.477, -0.772, 0.646)
N (-0.508, 0.299, 0.639)
C (-1.044, 0.842, -0.507)
N (-1.186, -0.073, -1.566)
O (-1.359, 2.006, -0.605)
H (2.376, 0.243, -0.093)
H (0.333, -1.382, -0.231)
H (0.306, -1.428, 1.498)
H (-0.329, 1.044, 1.306)
H (-1.567, 0.451, -2.349)
H (-1.794, -0.859, -1.378)

HOMO   -9.8811 eV
HOMO-LUMO gap   0.3867 hartree
LUMO level   0.6 eV
Energy relative to the best compared isomer or geometry (same formula, charge and spin)   27.7 kcal per mole

---

[5]
Entry from the OMol25 dataset: 2 unconnected molecules or ions with the total composition C5H9N3O2 in a non-equilibrium geometry (ωB97M-V/def2-TZVPD).

Geometry (Å):
C (2.221, -0.035, -0.380)
C (1.432, -0.451, -1.377)
C (0.105, 0.413, 0.304)
C (-0.961, -0.745, 1.739)
C (-1.085, -0.580, -1.593)
N (1.412, 0.517, 0.691)
N (0.093, -0.139, -0.954)
N (-0.699, 1.658, 0.637)
O (-0.362, 2.125, 1.765)
O (-1.496, 2.125, -0.168)
H (3.257, -0.152, -0.333)
H (1.615, -1.186, -2.140)
H (-0.793, -1.620, 1.308)
H (-1.931, -0.437, 1.900)
H (-0.427, -0.673, 2.643)
H (-0.905, -0.808, -2.629)
H (-1.372, -1.595, -1.168)
H (-1.800, 0.155, -1.421)
H (1.697, 1.426, 1.174)

HOMO (alpha / beta)   -7.4005 / -7.4000 eV
HOMO-LUMO gap (alpha / beta)   0.2736 / 0.2735 hartree
LUMO level (alpha / beta)   0.0 / 0.0 eV
Energy relative to the best compared isomer or geometry (same formula, charge and spin)   150.1 kcal per mole

---

[6]
Entry from the OMol25 dataset: a molecular structure, C42H36N4O3P2PbS in a non-equilibrium geometry (ωB97M-V/def2-TZVPD).

Geometry (Å):
Pb (1.358, -0.457, -0.403)
O (4.486, -1.888, 2.234)
C (3.508, -1.240, 1.787)
O (2.424, -1.755, 1.294)
C (3.586, 0.270, 1.836)
C (4.423, 0.856, 2.871)
C (4.722, 2.190, 2.710)
C (4.042, 3.027, 1.766)
C (4.238, 4.403, 1.658)
C (3.487, 5.143, 0.745)
C (2.558, 4.485, -0.064)
C (2.337, 3.124, -0.038)
C (3.104, 2.337, 0.894)
N (2.982, 0.990, 0.898)
H (4.759, 0.220, 3.670)
H (5.428, 2.684, 3.395)
H (4.967, 4.914, 2.306)
H (3.509, 6.277, 0.707)
H (1.974, 5.123, -0.756)
H (1.665, 2.687, -0.779)
O (2.541, -0.780, -3.309)
C (3.800, -1.519, -3.398)
C (3.871, -2.696, -2.480)
C (3.902, -4.035, -3.059)
C (3.936, -5.130, -2.216)
C (4.156, -4.875, -0.837)
C (4.035, -3.538, -0.380)
N (3.885, -2.483, -1.200)
H (1.815, -1.419, -3.452)
H (4.619, -0.809, -3.149)
H (3.888, -1.892, -4.436)
H (3.787, -4.034, -4.126)
H (3.730, -6.143, -2.605)
H (4.200, -5.639, -0.105)
H (4.174, -3.351, 0.661)
C (-3.662, 0.110, 0.406)
N (-2.260, -0.080, -0.005)
P (-1.042, -0.559, 1.061)
C (-1.204, 0.522, 2.468)
C (-2.383, 0.371, 3.249)
C (-2.524, 1.138, 4.416)
C (-1.569, 2.078, 4.778)
C (-0.385, 2.147, 4.032)
C (-0.171, 1.396, 2.888)
C (-1.419, -2.166, 1.653)
C (-1.060, -2.528, 2.944)
C (-1.469, -3.815, 3.403)
C (-2.248, -4.680, 2.595)
C (-2.603, -4.287, 1.297)
C (-2.071, -3.060, 0.782)
P (-1.581, 0.806, -1.325)
C (-2.301, 2.476, -1.136)
C (-1.628, 3.364, -0.281)
C (-2.175, 4.597, 0.028)
C (-3.448, 4.921, -0.439)
C (-4.089, 4.095, -1.385)
C (-3.441, 2.927, -1.803)
C (-2.447, 0.125, -2.713)
C (-3.074, -1.173, -2.644)
C (-3.743, -1.654, -3.713)
C (-3.758, -0.941, -4.947)
C (-3.235, 0.291, -5.017)
C (-2.459, 0.793, -3.950)
H (-3.713, 0.718, 1.356)
H (-4.123, -0.865, 0.571)
H (-4.166, 0.610, -0.426)
H (-3.173, -0.271, 2.888)
H (-3.474, 1.159, 4.996)
H (-1.622, 2.735, 5.645)
H (0.341, 2.892, 4.289)
H (0.759, 1.518, 2.322)
H (-0.590, -1.831, 3.632)
H (-1.205, -4.120, 4.418)
H (-2.493, -5.668, 3.032)
H (-3.239, -4.889, 0.589)
H (-2.163, -2.926, -0.304)
H (-0.644, 3.067, 0.123)
H (-1.645, 5.326, 0.638)
H (-3.872, 5.910, -0.151)
H (-5.152, 4.214, -1.697)
H (-3.950, 2.374, -2.616)
H (-2.998, -1.827, -1.780)
H (-4.267, -2.644, -3.570)
H (-4.378, -1.363, -5.774)
H (-3.339, 0.853, -5.932)
H (-1.929, 1.784, -4.030)
S (-1.174, -4.148, -3.031)
C (-0.352, -2.945, -2.457)
N (0.115, -1.925, -2.014)

HOMO   -7.6092 eV
HOMO-LUMO gap   0.2614 hartree
LUMO level   -0.5 eV
Energy relative to the best compared isomer or geometry (same formula, charge and spin)   0.0 kcal per mole

---

[7]
Entry from the OMol25 dataset: a molecular structure, C28H45Cl2OPSn in a non-equilibrium geometry (ωB97M-V/def2-TZVPD).

Geometry (Å):
P (0.119, -1.022, -1.122)
C (1.717, -0.394, -1.911)
C (2.027, -0.747, -3.370)
C (3.455, -0.309, -3.735)
C (3.664, 1.188, -3.482)
C (3.325, 1.557, -2.033)
C (1.900, 1.110, -1.666)
C (-1.315, -0.110, -1.945)
C (-1.305, 0.066, -3.464)
C (-2.649, 0.641, -3.949)
C (-2.970, 1.966, -3.249)
C (-2.946, 1.809, -1.725)
C (-1.608, 1.226, -1.240)
C (-0.027, -2.721, -1.893)
C (1.163, -3.586, -1.444)
C (1.075, -5.011, -2.009)
C (-0.250, -5.681, -1.627)
C (-1.441, -4.825, -2.070)
C (-1.352, -3.398, -1.507)
H (2.472, -0.912, -1.285)
H (1.314, -0.237, -4.035)
H (1.914, -1.823, -3.551)
H (3.664, -0.552, -4.784)
H (4.169, -0.882, -3.126)
H (4.696, 1.474, -3.715)
H (3.015, 1.760, -4.159)
H (4.036, 1.065, -1.356)
H (3.428, 2.637, -1.878)
H (1.679, 1.358, -0.618)
H (1.182, 1.666, -2.288)
H (-2.155, -0.783, -1.694)
H (-3.445, -0.086, -3.735)
H (-1.096, -0.885, -3.972)
H (-0.503, 0.765, -3.745)
H (-2.627, 0.778, -5.038)
H (-3.944, 2.344, -3.578)
H (-2.223, 2.716, -3.544)
H (-3.132, 2.773, -1.238)
H (-3.758, 1.134, -1.419)
H (-1.624, 1.081, -0.151)
H (-0.804, 1.944, -1.457)
H (0.002, -2.623, -2.997)
H (2.113, -3.126, -1.745)
H (1.165, -3.627, -0.345)
H (1.155, -4.967, -3.105)
H (1.923, -5.604, -1.650)
H (-0.285, -5.809, -0.536)
H (-0.313, -6.681, -2.068)
H (-2.383, -5.287, -1.756)
H (-1.460, -4.774, -3.168)
H (-2.207, -2.811, -1.865)
H (-1.424, -3.430, -0.409)
Sn (0.019, -0.076, 3.267)
Cl (-2.059, -0.695, 2.466)
Cl (2.258, 0.035, 2.745)
C (-0.397, 1.658, 4.334)
H (-0.631, 1.533, 5.367)
C (-0.427, 2.864, 3.702)
C (-1.144, 3.864, 4.395)
C (-1.279, 5.098, 3.821)
C (-0.711, 5.374, 2.567)
C (0.006, 4.374, 1.899)
C (0.157, 3.122, 2.449)
H (-1.577, 3.620, 5.364)
H (-1.831, 5.874, 4.347)
H (0.463, 4.588, 0.933)
H (0.747, 2.349, 1.959)
H (-0.821, 6.358, 2.124)
C (1.266, 0.311, 7.320)
C (0.009, -0.025, 6.658)
C (-1.258, -0.327, 7.328)
O (0.054, -0.187, 5.386)
H (1.133, 0.271, 8.406)
H (1.617, 1.325, 7.048)
H (2.049, -0.418, 7.036)
H (-2.054, 0.396, 7.068)
H (-1.604, -1.341, 7.049)
H (-1.113, -0.301, 8.415)

HOMO (alpha / beta)   -7.0930 / -6.2923 eV
HOMO-LUMO gap (alpha / beta)   0.2358 / 0.2097 hartree
LUMO level (alpha / beta)   -0.7 / -0.6 eV

---

[8]
Entry from the OMol25 dataset: a molecular structure, C4H11N4 in a non-equilibrium geometry (ωB97M-V/def2-TZVPD).

Geometry (Å):
C (0.704, 0.668, -0.147)
C (-0.731, -1.241, -0.742)
C (1.674, 1.742, 0.081)
C (-2.153, 0.149, 0.868)
N (-0.470, 1.046, -0.542)
N (0.891, -0.680, -0.067)
N (1.999, -1.456, 0.072)
N (-1.438, -0.018, -0.504)
H (-0.472, -1.340, -1.879)
H (-1.066, -2.061, -0.150)
H (2.468, 1.874, -0.667)
H (2.090, 1.690, 1.137)
H (0.978, 2.689, 0.054)
H (-1.782, -0.439, 1.692)
H (-1.883, 1.239, 1.069)
H (-3.185, -0.195, 0.958)
H (1.976, -2.168, 0.729)
H (2.556, -1.542, -0.699)
H (-2.157, 0.042, -1.264)

HOMO   -13.1812 eV
HOMO-LUMO gap   0.3723 hartree
Charge   +1
LUMO level   -3.1 eV
Energy relative to the best compared isomer or geometry (same formula, charge and spin)   116.6 kcal per mole